Entry 1:
Density functional theory data (ωB97M-V/def2-TZVPD) for a molecular structure, C32H76BrInOP.

Summary:
DFT total energy = -4445.7120 a.u.
HOMO-LUMO gap = 6.53 eV
Highest occupied orbital energy = -4.25 eV

```
! wB97M-V def2-TZVPD RIJCOSX def2/J DEFGRID3
* xyz -1 1
C 0.20 1.42 -3.24
C 0.04 2.53 -4.28
C 1.27 3.43 -4.42
C 2.54 2.66 -4.81
In 3.74 1.91 -3.15
O 2.66 1.93 -1.39
Br 4.15 -0.67 -3.57
P 5.83 3.24 -2.63
C 7.13 2.90 -3.94
C 6.85 1.83 -5.02
C 6.57 2.32 -1.18
C 6.87 0.83 -1.37
H 1.05 0.78 -3.46
H 0.39 1.84 -2.24
H -0.70 0.79 -3.20
H -0.18 2.08 -5.26
H -0.82 3.15 -4.02
H 1.04 4.20 -5.17
H 1.42 3.96 -3.47
H 2.28 1.81 -5.46
H 3.19 3.31 -5.42
H 3.22 1.57 -0.69
H 8.05 2.65 -3.40
H 7.32 3.86 -4.43
H 6.25 1.01 -4.64
H 7.79 1.40 -5.40
H 6.33 2.27 -5.87
H 5.85 2.46 -0.37
H 7.48 2.86 -0.88
H 7.30 0.63 -2.35
H 5.95 0.24 -1.30
H 7.57 0.46 -0.61
C -2.14 -4.79 -1.73
C -1.07 -4.58 -0.66
C -0.96 -3.13 -0.19
C -0.59 -2.12 -1.28
C 0.71 -2.43 -2.01
C 1.93 -2.51 -1.11
H -1.91 -4.22 -2.63
H -2.21 -5.84 -2.01
H -3.12 -4.47 -1.37
H -0.10 -4.91 -1.04
H -1.30 -5.21 0.20
H -0.23 -3.08 0.62
H -1.92 -2.83 0.26
H -0.51 -1.13 -0.82
H -1.41 -2.05 -2.00
H 0.88 -1.64 -2.76
H 0.61 -3.36 -2.58
H 2.05 -1.58 -0.54
H 2.83 -2.64 -1.70
H 1.86 -3.34 -0.40
C -1.55 0.12 1.96
C -1.34 -0.41 3.37
C -2.02 -1.76 3.62
C -3.54 -1.74 3.46
C -4.27 -0.73 4.35
C -4.06 -0.97 5.84
H -2.61 0.32 1.76
H -1.01 1.06 1.80
H -1.19 -0.59 1.22
H -1.67 0.32 4.10
H -0.26 -0.54 3.54
H -1.76 -2.11 4.62
H -1.61 -2.49 2.92
H -3.93 -2.74 3.68
H -3.80 -1.54 2.42
H -5.34 -0.77 4.12
H -3.94 0.28 4.10
H -4.40 -1.97 6.12
H -4.63 -0.25 6.44
H -3.01 -0.88 6.12
C -5.95 -1.93 -4.19
C -5.49 -1.23 -5.46
C -3.96 -1.14 -5.58
C -3.27 -0.37 -4.46
C -3.76 1.06 -4.26
C -3.56 1.95 -5.49
H -5.64 -1.39 -3.29
H -7.04 -2.00 -4.15
H -5.55 -2.94 -4.13
H -5.92 -0.23 -5.50
H -5.88 -1.77 -6.33
H -3.71 -0.69 -6.54
H -3.55 -2.16 -5.61
H -2.20 -0.35 -4.66
H -3.39 -0.91 -3.51
H -3.23 1.50 -3.42
H -4.82 1.06 -3.98
H -2.50 1.97 -5.76
H -3.87 2.97 -5.29
H -4.12 1.59 -6.35
C 1.12 -0.89 6.32
C 0.12 0.12 6.89
C 0.53 1.57 6.67
C 1.85 1.97 7.31
C 1.93 1.73 8.82
C 0.88 2.49 9.62
H 2.10 -0.81 6.80
H 0.77 -1.91 6.46
H 1.26 -0.73 5.25
H -0.02 -0.08 7.95
H -0.85 -0.04 6.42
H -0.27 2.22 7.04
H 0.59 1.76 5.59
H 2.03 3.04 7.12
H 2.67 1.44 6.82
H 2.93 2.01 9.17
H 1.84 0.66 9.03
H 0.97 3.57 9.44
H 1.00 2.32 10.69
H -0.13 2.19 9.35
*
```


Entry 2:
Density functional theory data (ωB97M-V/def2-TZVPD) for 12 unconnected molecules or ions with the total composition C32H76N12O14 in a non-equilibrium geometry.

Summary:
DFT total energy = -2975.0556 a.u.
SMILES = C[N+](=O)[O-].C[N+](=O)[O-].CN(C)C=O.CN(C)C=O.CN(C)C=O.CN(C)C=O.CN(C)C=O.CN(C)C=O.CN(C)C=O.CN(C)C=O.CN(C)C=O.CN(C)C=O
HOMO-LUMO gap = 9.26 eV
ΔE to the lowest compared entry with this formula, charge and spin = 7.050 eV
Highest occupied orbital energy = -8.96 eV

```
! wB97M-V def2-TZVPD RIJCOSX def2/J DEFGRID3
* xyz 0 1
C -3.23 -0.88 6.02
O -3.36 -1.75 5.25
N -2.23 0.01 6.16
C -2.39 1.15 7.05
C -1.03 -0.14 5.39
H -3.99 -0.68 6.75
H -2.67 2.05 6.43
H -1.60 1.39 7.75
H -3.26 0.84 7.65
H -0.29 -0.73 5.91
H -1.25 -0.73 4.56
H -0.66 0.78 4.97
C 4.58 0.97 -1.48
O 4.56 0.45 -0.41
N 4.41 2.29 -1.73
C 4.69 2.72 -3.11
C 3.92 3.20 -0.71
H 4.83 0.32 -2.36
H 5.17 3.69 -2.95
H 3.72 2.80 -3.57
H 5.43 2.08 -3.54
H 3.14 2.80 -0.08
H 4.74 3.72 -0.20
H 3.40 4.02 -1.25
C 1.46 -2.88 -1.10
O 0.40 -3.49 -0.97
N 2.29 -3.02 -2.13
C 3.62 -2.43 -2.23
C 1.95 -3.82 -3.30
H 1.83 -2.26 -0.27
H 3.77 -1.71 -1.42
H 3.68 -1.87 -3.21
H 4.25 -3.30 -2.24
H 2.62 -4.59 -3.52
H 1.00 -4.28 -3.10
H 1.94 -3.14 -4.21
C 0.89 -0.66 -5.76
O 0.47 -1.34 -6.70
N 0.37 -0.57 -4.52
C 1.12 0.18 -3.54
C -0.84 -1.47 -4.08
H 1.70 0.07 -5.98
H 0.51 0.98 -3.14
H 2.09 0.57 -3.93
H 1.36 -0.50 -2.68
H -1.28 -1.11 -3.14
H -1.55 -1.34 -4.82
H -0.51 -2.47 -3.96
C -2.68 0.99 -3.86
O -1.61 1.45 -3.45
N -3.05 0.87 -5.16
C -4.43 0.53 -5.51
C -2.10 1.07 -6.19
H -3.43 0.56 -3.18
H -4.92 1.31 -6.11
H -4.92 0.37 -4.58
H -4.53 -0.30 -6.12
H -2.49 1.77 -6.92
H -1.25 1.52 -5.70
H -1.79 0.12 -6.74
C 4.89 -2.38 3.74
O 5.84 -2.49 4.50
N 3.63 -2.58 4.05
C 2.51 -2.53 3.11
C 3.33 -2.96 5.41
H 5.12 -1.94 2.76
H 1.91 -3.46 3.04
H 2.87 -2.24 2.13
H 1.90 -1.79 3.58
H 4.05 -3.60 5.90
H 3.09 -2.09 6.09
H 2.44 -3.58 5.36
C 0.70 4.13 -3.86
O 1.89 4.20 -3.83
N -0.14 4.50 -2.88
C -1.57 4.57 -3.20
C 0.41 5.06 -1.64
H 0.22 3.64 -4.70
H -1.78 3.92 -4.06
H -1.95 5.63 -3.39
H -2.04 4.04 -2.38
H 0.00 4.52 -0.80
H 1.48 4.98 -1.67
H 0.18 6.13 -1.51
C 2.61 2.04 2.74
O 1.61 2.60 2.37
N 2.80 1.65 3.99
C 3.98 0.89 4.48
C 1.69 1.83 4.89
H 3.35 1.72 1.97
H 3.65 0.03 5.09
H 4.66 1.52 5.05
H 4.54 0.36 3.70
H 0.82 2.28 4.40
H 1.56 0.81 5.30
H 1.98 2.52 5.63
C -3.80 -3.00 -2.03
O -3.34 -2.61 -3.09
N -3.46 -4.10 -1.41
C -4.11 -4.57 -0.23
C -2.57 -5.01 -2.11
H -4.63 -2.45 -1.51
H -3.49 -5.20 0.39
H -4.97 -5.22 -0.52
H -4.50 -3.81 0.47
H -3.06 -5.25 -3.04
H -1.60 -4.56 -2.25
H -2.36 -5.87 -1.52
C 0.29 0.07 1.67
O 0.58 -0.14 2.85
N -0.60 -0.71 0.99
C -0.87 -0.23 -0.37
C -1.18 -1.98 1.44
H 0.77 0.87 1.12
H 0.00 0.38 -0.73
H -1.80 0.46 -0.49
H -0.91 -1.11 -1.04
H -0.48 -2.77 1.19
H -1.31 -1.98 2.52
H -2.01 -2.14 0.75
C -1.35 4.00 2.27
N -2.12 3.24 3.29
O -2.62 3.90 4.20
O -2.19 2.04 3.18
H -1.92 4.01 1.37
H -0.43 3.44 2.11
H -1.39 4.99 2.62
C -4.52 -0.75 2.45
N -5.11 -0.05 1.23
O -6.25 -0.14 0.93
O -4.31 0.59 0.55
H -4.63 -0.06 3.33
H -3.44 -0.83 2.33
H -5.10 -1.59 2.65
*
```


Entry 3:
Density functional theory data (ωB97M-V/def2-TZVPD) for 7 unconnected molecules or ions with the total composition C32H77N4O8 in a non-equilibrium geometry.

Summary:
DFT total energy = -2085.9938 a.u.
HOMO-LUMO gap = 6.09 eV
ΔE to the lowest compared entry with this formula, charge and spin = 0.000 eV
Highest occupied orbital energy = -10.55 eV

```
! wB97M-V def2-TZVPD RIJCOSX def2/J DEFGRID3
* xyz 1 1
C 8.29 -1.92 -2.62
O 7.56 -0.74 -2.86
C 7.19 -0.07 -1.66
C 6.39 1.18 -2.02
C 4.89 1.11 -1.66
C 4.00 1.64 -2.80
C 2.57 1.08 -2.80
C 1.54 1.94 -2.03
C 0.23 2.22 -2.79
C -1.05 1.63 -2.15
C -2.13 2.67 -1.89
C -3.28 2.14 -1.04
C -4.24 1.23 -1.82
N -4.13 -0.18 -1.34
C -5.09 -1.04 -1.80
N -5.44 -1.19 -3.06
N -5.77 -1.74 -0.87
O -4.95 -2.25 0.17
C -5.02 -1.49 1.24
N -4.88 -0.68 2.03
H 9.36 -1.72 -2.60
H 8.08 -2.63 -3.43
H 8.01 -2.39 -1.67
H 8.08 0.17 -1.06
H 6.57 -0.76 -1.06
H 6.86 2.04 -1.54
H 6.49 1.31 -3.10
H 4.61 0.07 -1.47
H 4.72 1.69 -0.76
H 4.46 1.37 -3.74
H 3.97 2.73 -2.72
H 2.58 0.07 -2.39
H 2.25 0.99 -3.84
H 2.01 2.90 -1.82
H 1.33 1.48 -1.06
H 0.32 1.88 -3.82
H 0.09 3.30 -2.86
H -0.78 1.16 -1.20
H -1.44 0.82 -2.79
H -2.53 3.05 -2.84
H -1.68 3.52 -1.38
H -2.87 1.56 -0.21
H -3.84 2.96 -0.60
H -4.06 1.30 -2.89
H -5.27 1.54 -1.62
H -3.19 -0.55 -1.46
H -5.92 -2.03 -3.36
H -5.34 -0.46 -3.74
H -6.38 -2.49 -1.20
C -0.89 -2.43 4.45
C -0.70 -2.12 2.98
C -1.75 -2.78 2.09
O 0.61 -2.50 2.56
H -0.80 -3.50 4.66
H -0.09 -1.92 5.00
H -1.85 -2.09 4.83
H -0.74 -1.04 2.83
H -1.69 -3.87 2.17
H -1.56 -2.52 1.05
H -2.75 -2.47 2.37
H 0.70 -3.46 2.68
C 3.61 0.37 5.69
C 2.87 1.11 4.58
C 1.39 1.29 4.90
O 3.02 0.42 3.34
H 3.19 -0.63 5.84
H 4.65 0.25 5.42
H 3.55 0.91 6.64
H 3.34 2.08 4.43
H 0.91 0.31 5.00
H 0.90 1.82 4.08
H 1.22 1.85 5.82
H 2.61 -0.45 3.43
C 9.22 0.67 4.55
C 8.43 1.38 3.46
C 6.96 1.53 3.84
O 8.56 0.68 2.22
H 8.82 -0.34 4.71
H 10.26 0.58 4.27
H 9.16 1.21 5.50
H 8.86 2.37 3.28
H 6.50 0.55 3.97
H 6.42 2.04 3.04
H 6.84 2.09 4.76
H 8.20 -0.20 2.34
C 5.09 3.79 -8.03
C 5.30 3.35 -6.58
C 6.77 3.19 -6.25
O 4.59 2.14 -6.32
H 5.49 3.03 -8.71
H 4.03 3.90 -8.25
H 5.59 4.73 -8.23
H 4.85 4.09 -5.92
H 7.22 2.42 -6.88
H 6.89 2.88 -5.21
H 7.32 4.12 -6.41
H 4.95 1.45 -6.89
C -8.98 -1.71 -1.02
C -9.74 -2.99 -1.31
C -10.66 -3.39 -0.17
O -8.79 -4.04 -1.58
H -8.35 -1.85 -0.14
H -8.35 -1.46 -1.88
H -9.65 -0.87 -0.84
H -10.32 -2.88 -2.22
H -10.08 -3.55 0.74
H -11.18 -4.32 -0.41
H -11.40 -2.62 0.03
H -8.31 -4.20 -0.75
C -9.37 -1.00 3.61
C -8.85 -2.40 3.32
C -8.08 -2.97 4.50
O -8.02 -2.38 2.15
H -8.53 -0.32 3.82
H -9.92 -0.61 2.76
H -10.03 -1.00 4.48
H -9.69 -3.05 3.08
H -7.21 -2.35 4.73
H -7.72 -3.98 4.27
H -8.71 -3.03 5.39
H -7.28 -1.80 2.32
*
```


Entry 4:
Density functional theory data (ωB97M-V/def2-TZVPD) for 8 unconnected molecules or ions with the total composition C32H79N3O8 in a non-equilibrium geometry.

Summary:
DFT total energy = -2032.3025 a.u.
HOMO-LUMO gap (spin up / spin down) = 7.61 / 3.43 eV
Highest occupied orbital energy (spin up / spin down) = -10.19 / -10.19 eV

```
! wB97M-V def2-TZVPD RIJCOSX def2/J DEFGRID3
* xyz 1 2
C 3.70 -3.34 0.12
C 2.36 -2.66 -0.04
O 1.45 -2.88 1.04
H 3.64 -4.40 -0.10
H 3.96 -3.35 1.18
H 4.45 -2.93 -0.55
H 1.80 -3.05 -0.88
H 2.50 -1.58 -0.13
H 0.55 -2.70 0.75
C -4.17 0.50 -4.45
C -3.35 -0.69 -4.85
O -2.13 -0.94 -4.14
H -5.06 0.50 -5.07
H -3.61 1.43 -4.61
H -4.35 0.38 -3.38
H -3.07 -0.52 -5.89
H -3.97 -1.58 -4.71
H -1.71 -1.68 -4.59
C 0.46 -3.57 -4.02
C -0.04 -3.30 -5.47
O -1.46 -3.09 -5.50
H 0.11 -2.81 -3.32
H 1.54 -3.73 -3.95
H 0.06 -4.52 -3.65
H 0.14 -4.08 -6.21
H 0.54 -2.48 -5.90
H -1.88 -3.84 -5.06
C -0.31 -0.51 -0.50
C -1.41 -1.60 -0.61
O -0.85 -2.90 -0.65
H 0.22 -0.66 0.44
H -0.71 0.50 -0.55
H 0.41 -0.62 -1.31
H -2.00 -1.40 -1.51
H -2.00 -1.65 0.30
H -1.55 -3.54 -0.78
C -4.49 1.42 0.14
C -4.51 2.87 0.74
O -4.42 3.78 -0.31
H -3.50 0.98 0.02
H -4.91 1.26 -0.85
H -4.90 0.73 0.88
H -3.75 2.97 1.50
H -5.48 2.98 1.23
H -3.57 3.64 -0.73
C 4.69 4.78 -1.89
C 4.31 3.93 -0.63
C 2.77 3.68 -0.67
C 2.20 2.48 0.12
C 3.13 1.26 -0.01
C 4.64 1.50 0.31
N 5.09 2.64 -0.56
O 6.45 2.89 -0.64
C 4.86 1.62 1.81
C 5.33 0.17 -0.15
C 4.52 4.76 0.73
H 4.86 4.11 -2.73
H 5.65 5.29 -1.76
H 3.94 5.51 -2.19
H 2.21 4.53 -0.26
H 2.57 3.55 -1.73
H 1.16 2.17 -0.03
H 2.14 2.83 1.15
H 2.88 0.66 -0.88
H 2.75 0.61 0.78
H 4.57 0.76 2.41
H 5.84 2.02 2.08
H 4.28 2.47 2.18
H 6.42 0.19 -0.10
H 5.06 -0.70 0.44
H 5.06 -0.09 -1.17
H 3.87 4.40 1.53
H 4.28 5.80 0.51
H 5.51 4.70 1.19
H 6.79 2.32 -1.34
C -0.54 1.88 7.00
C -0.12 2.24 5.53
C 1.03 1.30 5.18
C 1.36 1.33 3.60
C 0.10 0.94 2.84
C -1.26 1.72 3.24
N -1.35 1.95 4.70
O -2.48 2.62 5.09
C -1.25 3.04 2.38
C -2.34 0.70 2.83
C 0.39 3.66 5.44
H -1.53 2.30 7.21
H 0.20 2.18 7.75
H -0.71 0.81 7.09
H 1.93 1.37 5.80
H 0.78 0.25 5.33
H 2.22 0.71 3.37
H 1.66 2.31 3.24
H -0.02 -0.14 2.84
H 0.38 1.27 1.84
H -1.35 2.91 1.30
H -2.04 3.64 2.82
H -0.35 3.63 2.48
H -2.46 -0.05 3.62
H -3.30 1.21 2.72
H -2.12 0.20 1.89
H 1.41 3.80 5.80
H -0.33 4.27 5.98
H 0.61 4.00 4.42
H -2.30 3.54 4.88
C -4.77 -4.56 -4.17
C -3.50 -4.56 -3.36
C -3.68 -5.16 -1.96
O -2.57 -4.92 -1.15
C -2.54 -5.67 0.02
N -2.53 -5.32 -4.09
H -5.54 -4.00 -3.64
H -5.19 -5.56 -4.26
H -4.60 -4.17 -5.18
H -3.10 -3.55 -3.29
H -3.87 -6.23 -2.07
H -4.58 -4.86 -1.43
H -2.58 -6.75 -0.14
H -3.36 -5.35 0.68
H -1.71 -5.43 0.68
H -2.81 -6.29 -4.09
H -1.87 -5.39 -3.32
*
```